(1)
Formula: C22H48F4N4O10S4V
Source: the Open Molecules 2025 dataset
Level of theory: wB97M-V/def2-TZVPD

Properties
- Total energy: -4774.42325 Eh
- 2S+1: 1
- Total charge: +1

Last column: Löwdin charge in e.
Element x y z (Å)
H -22.6864 -3.1558 -7.3287  0.13
H -19.1453 -10.0990 -7.0448  0.12
H -20.9084 -5.5011 -4.6226  0.12
H -19.2662 -3.2155 -5.9379  0.13
F -15.5191 -6.3444 -5.3397  -0.20
H -15.8668 -8.7492 -7.4765  0.10
C -21.7079 -6.0620 -8.9305  -0.09
C -22.6278 -0.9943 -5.7467  -0.12
H -22.7056 -4.1163 -4.4069  0.14
C -20.0054 -5.1749 -5.1525  -0.21
H -22.0629 -4.0819 -9.7319  0.11
O -15.8016 -8.6435 -10.3786  -0.25
C -20.7592 -3.7944 -8.0762  -0.18
C -13.4389 -12.3110 -10.5047  -0.08
O -16.9896 -4.1789 -9.1065  -0.25
S -15.1480 -4.8194 -4.9463  0.52
C -16.0452 -9.2607 -6.5336  -0.09
C -13.5691 -12.7845 -9.0533  -0.25
H -20.9559 -6.5720 -8.3294  0.07
S -15.9216 -2.6613 -5.7224  0.50
H -15.2933 -9.0136 -5.7909  0.13
H -12.4034 -12.1880 -10.8135  0.08
H -19.7788 -4.2112 -7.8376  0.08
H -14.0040 -10.6288 -7.6329  0.12
O -15.7075 -4.7078 -3.6536  -0.21
O -12.8714 -6.0910 -9.6549  -0.18
H -12.7065 -12.4830 -8.4545  0.11
H -15.3094 -10.3879 -8.7772  0.10
C -14.9212 -12.4697 -8.4058  -0.18
F -16.8029 -2.1820 -7.0110  -0.22
F -13.7378 -6.1162 -7.4387  -0.21
H -24.1459 -1.9050 -4.3605  0.13
H -13.7827 -10.5139 -5.1727  0.12
C -15.6746 -11.5101 -5.5776  -0.11
C -17.3386 -11.0583 -7.3843  -0.09
C -14.9627 -11.0206 -7.9606  -0.13
H -17.7621 -8.1479 -6.5807  0.09
H -20.4468 -4.7098 -10.0031  0.11
C -21.8080 -3.6882 -6.9822  -0.10
O -16.8159 -2.2922 -4.6806  -0.23
N -15.9652 -10.7317 -6.8497  -0.21
H -12.8782 -12.0790 -3.6283  0.08
C -14.2071 -11.5169 -5.2207  -0.22
C -21.2472 -4.6438 -9.2655  -0.23
V -16.6485 -5.2061 -7.9700  0.87
S -13.8076 -6.8262 -8.9022  0.51
H -20.5236 -2.7865 -8.4309  0.12
H -19.7066 -3.1971 -4.3089  0.14
C -21.2087 -1.5364 -5.9259  -0.06
H -17.5159 -8.7968 -4.9968  0.12
N -16.0065 -4.1815 -6.2145  -0.34
H -15.0708 -13.1769 -7.5856  0.11
O -17.9992 -5.8832 -7.4866  -0.33
H -20.7432 -1.3192 -6.8808  0.13
H -13.4568 -13.8714 -9.1105  0.11
H -17.9117 -5.7282 -5.1511  0.02
H -13.8705 -13.0660 -11.1628  0.08
H -24.0768 -2.5943 -5.9086  0.11
C -17.4951 -9.0623 -6.0528  -0.13
N -15.3287 -6.4058 -9.0678  -0.36
H -18.5602 -4.9680 -3.6716  0.09
H -20.1671 -5.6638 -6.1167  0.09
H -13.9922 -11.3801 -10.6437  0.07
H -15.7084 -12.7018 -9.1263  0.12
H -14.4484 -11.5378 -3.1162  0.08
H -17.4318 -10.6274 -8.3791  0.14
H -18.5392 -10.9569 -5.5803  0.12
S -15.6933 -7.2262 -10.4855  0.53
O -13.5720 -8.1759 -8.5141  -0.24
C -22.3692 -3.1128 -4.6570  -0.11
C -18.7524 -5.6920 -4.4713  -0.08
H -22.6502 0.0073 -5.3296  0.12
C -23.4335 -2.1623 -5.1438  -0.15
C -19.9874 -3.6706 -5.2536  -0.12
O -15.1134 -6.7383 -11.6678  -0.18
H -18.8145 -6.6196 -3.9031  0.09
H -20.5529 -1.2511 -5.1020  0.14
C -18.2805 -10.3175 -6.4196  -0.12
F -17.2031 -6.7783 -10.4482  -0.16
H -23.0974 -0.9018 -6.7294  0.11
H -22.0864 -6.5440 -9.8282  0.08
H -17.5205 -12.1292 -7.3800  0.14
H -14.4055 -13.1386 -3.7254  0.08
O -13.7475 -4.8146 -5.1272  -0.20
H -16.1394 -12.4830 -5.7319  0.14
N -21.2803 -3.0585 -5.7005  -0.21
H -21.9629 -2.7072 -3.7274  0.15
H -13.6907 -12.1067 -5.9807  0.11
H -16.2356 -11.0370 -4.7679  0.14
O -14.7131 -1.9658 -5.9323  -0.18
H -22.0937 -4.6970 -6.6846  0.12
C -13.9358 -12.1661 -3.8556  -0.08
H -22.6079 -5.9919 -8.3073  0.07

Forces on the atoms, in the same order (eV/Å):
0.057 0.153 0.069
-0.389 0.078 0.584
0.154 0.257 0.441
0.282 -0.687 -0.150
-0.331 0.104 -0.277
0.175 0.116 0.114
-0.895 1.103 0.677
-0.506 -0.642 -1.613
0.112 -0.159 -0.503
-0.881 -1.068 -0.361
-0.051 -0.242 -0.214
0.428 -0.020 1.037
0.426 0.192 -0.889
-0.349 0.123 0.176
-0.189 -0.481 0.995
1.191 -4.962 0.001
-0.318 -0.780 -0.025
0.392 -0.986 -0.559
0.082 -0.459 -0.487
-3.628 5.119 -3.814
0.130 0.108 -0.174
0.004 0.156 0.078
-0.268 -0.089 0.828
0.067 -0.145 -0.007
-0.467 0.925 -0.083
-0.286 -0.258 -0.950
-0.264 0.408 0.188
0.232 0.082 -0.025
0.560 -0.380 0.127
0.291 -0.112 0.340
-0.131 0.002 -0.730
0.349 0.181 0.247
-0.105 0.068 -0.325
-0.522 0.522 -0.034
-0.256 0.390 1.228
-0.517 0.502 0.123
-0.835 -0.144 0.055
0.070 0.215 0.055
1.168 -1.277 0.414
0.472 -0.837 0.705
0.307 -0.612 -0.624
0.045 -0.613 0.031
0.325 -1.141 0.015
-0.350 0.449 -0.176
0.443 0.938 -0.247
3.319 1.466 5.222
-0.084 -0.043 -0.219
-0.389 -0.155 0.193
0.659 -0.531 1.101
-0.115 -0.244 0.059
1.327 -0.708 1.941
0.030 0.201 0.188
0.429 -0.061 -0.495
0.086 -0.068 0.030
-0.132 -0.029 0.274
0.015 0.014 0.075
-0.127 0.134 -0.069
0.171 -0.173 -0.050
0.747 1.036 0.149
-0.661 -1.761 -2.300
0.574 -0.026 -0.121
0.406 0.279 -0.189
0.240 0.107 -0.235
-0.063 0.195 -0.013
0.150 -0.029 0.133
0.251 -0.136 -0.086
-0.150 0.201 0.105
-3.340 -0.623 -0.881
-0.467 -0.394 -1.068
-0.109 -0.048 0.721
0.053 0.835 1.019
-0.019 -0.252 0.593
-0.472 0.255 0.510
0.362 1.169 -0.340
0.578 0.974 0.074
-0.438 -0.288 -0.534
0.058 0.528 -0.223
0.238 -0.089 -1.244
0.067 0.336 -0.153
0.379 0.510 -0.135
0.636 -0.464 -0.023
0.256 -0.039 -0.247
0.571 -0.312 -0.231
-0.038 0.958 -0.068
0.464 -0.241 0.144
-1.696 0.601 -0.549
0.318 0.000 -0.130
0.253 0.265 -0.032
-0.112 0.119 -0.152
0.856 -0.785 0.677
-0.277 0.079 -0.013
-1.101 1.263 0.215
0.069 -0.119 0.114

***

(2)
Formula: C22H48N11Pd
Source: the Open Molecules 2025 dataset
Level of theory: wB97M-V/def2-TZVPD

Properties
- Total energy: -1597.13880 Eh
- 2S+1: 1
- Total charge: -1

Last column: Löwdin charge in e.
Element x y z (Å)
H 3.4156 0.7776 0.2421  0.10
H 4.3200 3.1969 -2.2113  0.08
C -2.7034 0.6797 -0.4652  -0.09
H -1.5622 1.4908 -3.4510  0.08
C 0.3828 -0.4518 -3.7157  -0.39
H -5.4151 0.1093 -0.7076  0.08
N 1.4118 1.4272 -0.0903  0.08
H -0.4322 2.7710 -3.9235  0.08
H 3.5425 3.5265 1.3134  0.10
H 4.6246 2.0085 -0.9366  0.08
N -4.0700 -2.0950 1.5796  -0.20
C 1.8710 -2.3317 -4.3171  -0.08
C 0.3579 -2.3156 1.4848  -0.21
H 1.9677 2.0356 -4.1292  0.08
H -4.7480 -2.4951 3.5128  0.08
C -1.1322 -2.6657 1.2982  -0.21
H 0.4173 -1.7291 2.4012  0.08
H -1.6473 0.6556 -0.0030  -0.01
H 0.8051 5.7206 -0.1613  0.07
N 0.6621 3.6116 -0.1381  -0.16
C -0.3848 0.6150 3.3747  -0.46
H -3.0869 1.7014 -0.4826  0.07
H 0.1336 -2.2664 -6.4367  0.08
H -0.4676 2.2919 1.1115  -0.03
H -0.1451 1.8152 -2.4346  0.07
N -0.2597 0.4521 4.5234  -0.17
N 0.2370 0.8311 -4.2827  -0.17
C -0.5130 1.7848 -3.4633  -0.06
H 4.5212 4.3099 0.0580  0.08
H -4.6452 -2.8608 -0.2647  0.09
H -1.2480 -3.4494 0.5336  0.10
C 1.6521 2.6574 -0.3056  -0.39
H -5.5446 -0.4439 0.9755  0.07
H 1.2093 2.0073 -5.7305  0.08
Pd -0.4441 0.5486 1.2037  0.23
H -0.0476 -2.7640 -2.6362  0.10
N -1.8312 -1.4820 0.8687  0.05
H -1.4837 -3.0905 2.2448  0.09
H -3.2785 -3.3862 3.0901  0.07
C 0.6689 4.8682 -0.8413  -0.10
H 2.1761 -2.1867 -3.2835  0.07
H 2.5747 0.0452 -1.1307  0.09
N 0.7918 -1.4319 -4.6419  -0.18
C -0.0418 -1.9459 -1.8985  -0.20
C -4.5043 -3.2071 0.7604  -0.09
C -3.0834 -1.2755 0.9299  -0.39
H 1.0240 -3.3108 -0.6396  0.11
H -0.2724 -0.5570 -6.1922  0.09
H 0.9478 -3.2450 1.6139  0.11
H 1.5775 -3.3792 -4.4476  0.09
H 2.9649 -1.4544 0.8549  0.12
H 2.7423 -2.1432 -4.9613  0.08
H -0.4474 4.0447 1.5985  0.08
N 2.8933 3.2419 -0.6950  -0.18
H -3.1937 -1.6410 3.4139  0.10
N 0.8795 -1.4850 0.4057  -0.20
H 2.9461 4.9815 0.4991  0.07
H -5.1195 1.2435 0.6210  0.08
H 1.3823 -1.0240 -6.6388  0.08
H -3.7851 -4.0410 0.7464  0.08
C 2.4412 0.4072 -0.1035  -0.22
H 2.0213 -2.0055 -1.2719  0.09
H -2.6280 0.3072 -1.4941  0.07
C 3.5033 4.0539 0.3529  -0.06
C 3.8343 2.5059 -1.5122  -0.11
N -3.5954 -0.1494 0.3238  -0.15
C 0.4984 -1.3086 -6.0487  -0.09
H 1.9115 -0.3594 1.8027  0.09
H -5.4596 -3.5905 1.1326  0.08
C -0.4806 3.3793 0.7270  -0.09
C -3.8009 -2.4283 2.9667  -0.08
H 1.4609 4.8854 -1.5861  0.08
H 3.3155 1.7476 -2.0927  0.06
N 0.0963 -0.6494 -2.5027  0.13
H -0.9937 -1.9326 -1.3637  0.09
H -0.2931 5.0097 -1.3474  0.08
C -4.9925 0.2036 0.3028  -0.08
C 2.0882 -0.7725 0.8086  -0.21
H 2.1335 0.6059 -5.1606  0.08
C 1.4489 1.3978 -4.8543  -0.07
C 1.0403 -2.2281 -0.8401  -0.18
H -1.4142 3.5623 0.1843  0.07

Forces on the atoms, in the same order (eV/Å):
-0.070 -0.031 -0.006
-0.005 -0.011 0.002
0.066 -0.204 0.157
-0.003 0.024 0.130
-0.060 -0.124 -0.229
0.004 0.004 0.013
0.108 -0.208 -0.238
-0.010 -0.025 -0.029
0.043 -0.010 -0.011
-0.033 -0.007 -0.034
0.130 0.063 -0.104
-0.029 -0.008 0.045
-0.315 0.178 0.042
0.058 -0.013 0.040
0.024 -0.006 0.015
0.065 0.115 -0.092
0.099 -0.007 0.019
-1.258 0.278 -1.062
-0.012 -0.002 0.004
0.055 -0.001 0.129
-0.015 -0.183 -0.469
0.007 -0.011 0.034
0.035 0.016 -0.021
-0.109 1.411 -0.094
0.009 0.048 0.059
-0.039 0.038 0.011
0.024 -0.027 0.186
0.052 -0.188 -0.106
-0.007 0.043 -0.034
-0.049 -0.043 -0.003
0.049 0.001 0.016
0.078 -0.012 -0.169
-0.042 0.008 0.034
0.036 0.005 0.010
0.566 -0.281 1.930
-0.031 0.019 0.049
-0.165 -0.252 -0.276
0.056 -0.004 -0.055
-0.021 0.022 -0.005
0.027 -0.039 0.009
-0.004 -0.038 -0.071
0.004 -0.052 0.034
0.063 0.138 -0.037
0.040 -0.074 0.094
-0.043 0.058 0.079
-0.019 -0.133 0.040
0.034 -0.015 0.039
-0.002 -0.003 -0.033
-0.059 -0.012 -0.060
0.035 0.000 0.006
-0.018 0.075 -0.052
-0.006 0.011 -0.003
0.007 0.019 -0.040
0.026 -0.087 0.211
0.009 -0.027 0.039
0.711 -0.621 -0.160
0.030 -0.017 0.039
-0.010 -0.012 -0.001
-0.011 0.010 -0.001
0.014 0.015 0.004
-0.033 -0.023 0.187
0.022 -0.018 0.044
0.095 -0.011 -0.032
-0.132 0.036 -0.084
0.032 0.105 -0.112
0.017 -0.043 -0.041
-0.037 -0.089 0.053
0.007 -0.107 0.062
0.009 -0.019 -0.024
0.122 -0.199 0.038
-0.092 0.063 0.020
0.020 0.021 -0.001
-0.021 0.052 -0.031
0.074 0.392 0.151
-0.047 -0.094 -0.036
0.005 0.004 0.003
0.098 -0.049 0.033
-0.015 0.070 -0.133
-0.044 0.044 -0.006
-0.039 -0.008 -0.036
-0.179 0.089 -0.042
0.019 -0.030 -0.038

***

Which of these has the highest total charge?
C22H48F4N4O10S4V

***

The highest total charge belongs to which entry?
C22H48F4N4O10S4V